(1)
A structure of composition C35H39BaN8O7PS. Source: the OMol25 dataset; level of theory: ωB97M-V/def2-TZVPD.

Calculated values
**Spin multiplicity**: 1
**Charge**: 0
**LUMO**: 0.0045 Eh
**HOMO-LUMO gap**: 7.6 eV

Positions of all 92 atoms, in Å:
H  -5.73491  -2.87052  -5.46523
H  -3.45274  5.08896  2.46489
H  -6.74032  -0.87538  -6.51134
C  2.49374  -1.70235  -1.22563
H  -1.73611  2.52426  -2.58021
C  -0.03934  3.38473  0.43012
H  2.21851  -3.66376  0.93599
C  -5.36609  -1.88573  -5.21633
C  -0.85276  -5.24086  -1.55606
C  1.32564  -4.13939  1.35643
C  3.86048  0.11221  -1.02434
H  -3.89503  -2.60294  -3.83274
C  -0.60105  4.78877  0.64104
O  -2.04484  -0.60754  1.84841
H  0.63029  -0.30073  3.75453
C  -1.09545  0.16966  -3.49957
C  -2.69780  5.50806  1.80243
N  0.90713  -3.33848  2.48579
H  5.03247  2.38279  3.33762
H  -3.47458  3.07536  2.69230
H  3.55173  1.75491  4.08086
C  -4.18903  -1.49911  1.25471
H  -4.89129  4.18728  -0.25920
C  -5.46469  0.49631  -5.47012
H  -2.44054  -4.03997  -2.37824
P  -2.59705  -0.45705  -2.60505
H  0.64056  -1.85379  4.62821
H  -0.70235  -0.61079  -4.15399
C  0.13372  -5.28692  -0.58179
C  -5.93569  -0.76535  -5.79762
C  -4.39693  3.31745  -0.66747
H  -3.19533  5.92720  0.91904
H  -5.79338  1.91285  0.15961
O  1.69239  -1.37011  1.70377
C  1.02676  -1.99081  2.51903
S  -5.63681  -2.02526  1.01721
C  4.28816  1.58975  3.30011
H  -0.71511  -1.41176  3.58735
H  0.19234  -3.74503  3.07060
H  5.40764  -2.30741  -2.80662
H  -0.98607  -6.06586  -2.24057
N  -3.04394  -1.15877  1.17754
C  -4.91106  2.05053  -0.44918
N  -2.73760  2.50321  2.30261
N  -0.79815  2.49794  1.04643
C  3.58828  1.54160  1.95269
O  -2.46278  0.05224  3.02512
C  -4.33797  -1.73631  -4.30581
C  -3.85811  -0.47612  -3.96633
O  0.98221  3.13558  -0.19972
N  2.70621  -0.48318  -0.76849
H  4.76590  2.05823  -1.07076
O  0.84707  1.01152  -2.31597
H  0.79109  -6.13862  -0.50302
N  4.43403  1.51895  0.90790
C  -4.43213  0.64114  -4.56086
C  -0.18298  0.34065  -2.28452
H  -1.22689  1.07090  -4.10201
C  0.25710  -4.20758  0.28589
Ba  0.69282  0.75129  0.27551
C  -1.48228  -3.11391  -0.69930
C  -4.30992  0.95871  -1.04224
H  5.42318  1.45911  1.09570
H  4.78374  0.63851  3.48478
H  -4.07760  1.62924  -4.29860
H  1.58349  -5.14388  1.70361
H  0.12857  5.41532  1.16678
O  2.37554  1.53109  1.84981
C  -3.25451  3.47012  -1.43483
H  -2.18605  6.31584  2.33225
H  3.05823  2.01323  -0.56232
C  4.64672  -1.79794  -2.23166
H  1.52800  -2.12085  -0.99697
C  3.43223  -2.40753  -1.96492
C  -3.17505  1.10227  -1.83481
N  -0.54722  -3.15694  0.23030
C  -2.63397  2.37038  -2.00187
H  5.80432  -0.01617  -1.94418
H  -2.09268  -2.22631  -0.70008
C  4.02306  1.51087  -0.48518
C  0.36125  -1.35113  3.70544
H  3.21753  -3.40167  -2.32706
C  -1.66801  -4.12501  -1.63039
H  -0.85597  5.26809  -0.31007
H  -4.72584  -0.03010  -0.91249
H  -5.91657  1.36920  -5.92322
H  -2.85481  4.45831  -1.62124
H  -2.55873  1.06044  2.74753
N  -1.74883  4.49581  1.44668
O  -0.60319  -0.27740  -1.27094
C  4.86825  -0.51872  -1.74930
C  -1.84454  3.13855  1.63818

---

(2)
A structure of composition C35H39ClCsGe2NO6S3. Source: the OMol25 dataset; level of theory: ωB97M-V/def2-TZVPD.

Calculated values
**Spin multiplicity**: 2
**Expectation value of S²**: 0.776
**Charge**: -1
**LUMO (spin up / spin down)**: 0.0685 / 0.0683 Eh
**HOMO-LUMO gap (spin up / spin down)**: 3.7 / 6.7 eV

Positions of all 88 atoms, in Å:
H  -3.29146  -0.43364  -2.62042
H  -3.77223  -1.83756  -1.58452
H  -2.74364  0.55046  5.06654
H  0.24134  -3.82437  -2.96829
H  6.63191  -1.94647  -0.51825
H  3.50612  -0.32548  2.60566
O  -3.27441  2.43972  -2.34001
H  -6.00846  -1.70062  0.25626
C  -2.03551  2.15727  -2.33101
C  1.72015  1.12996  -5.21822
C  6.64827  -1.14841  0.21127
H  -3.03943  3.10095  -4.58289
C  -5.93466  -0.64416  0.59412
H  -2.92132  6.53607  2.91605
C  -4.14397  -0.96300  -2.11334
C  -1.18533  3.33093  -5.79707
H  0.10553  -1.54933  2.52586
H  7.86655  -0.09654  4.50386
C  -1.15747  -0.45261  3.92163
H  -4.96985  4.18522  0.05943
H  -0.76402  -0.95349  4.87105
C  1.03541  -4.58452  1.32766
H  -5.43112  -0.54564  1.54801
H  7.00136  -0.21205  -0.30316
C  -3.92515  5.43685  1.43950
C  -1.24777  2.44636  -3.56524
C  -2.87328  5.59047  2.35211
H  0.71419  3.08672  -6.74493
C  6.09783  0.43287  3.47600
H  -6.44389  2.35728  -1.91038
H  -1.12284  4.83898  3.24281
H  -1.20409  2.83598  1.40453
C  -1.94941  3.59439  1.55252
H  3.38522  -2.25964  0.90053
C  0.04781  -6.50452  0.13681
H  -1.71790  3.81250  -6.64801
C  -0.26431  -5.57983  -0.84859
C  0.49361  1.97507  -4.87755
Ge  -3.12329  1.45404  -0.03148
C  -1.44248  -0.51807  1.51237
C  -4.07376  4.25965  0.71083
Cs  1.49385  -0.07879  -1.73407
H  -1.22395  -0.98636  0.55910
C  -6.58031  1.29984  -1.97902
C  -2.74888  0.94507  2.87924
H  5.76478  1.13874  4.23039
H  -6.94004  -0.41807  0.70630
C  7.57888  -1.60143  1.35976
H  0.73194  -6.46079  2.25533
C  -2.39697  0.45683  1.60889
H  -6.57956  0.90777  -3.03658
N  -0.00664  1.93152  -3.66385
H  2.73265  0.64569  -6.75261
C  0.09285  2.85140  -5.93473
O  -0.53856  -2.17364  -2.05996
O  -1.50053  1.62015  -1.23684
O  1.34007  -2.52720  0.22328
C  -0.12925  -3.35971  -1.99465
C  -0.71836  -0.85104  2.66259
C  7.63037  0.27705  3.54954
H  5.09689  -2.64481  1.54898
S  4.86736  -0.61987  0.30336
H  7.07989  -2.07437  2.16882
C  0.17427  -4.23138  -0.83378
O  2.08626  1.29228  -6.48688
C  -1.95489  3.02220  -4.65816
H  8.30580  -2.24746  0.91565
C  -3.09617  3.32637  0.76040
Ge  -5.12471  0.35995  -0.93061
Cl  -0.36255  -8.14272  -0.06905
C  0.91023  -3.70334  0.21770
O  2.31557  0.36721  -4.53293
H  -0.80973  -6.01461  -1.70559
H  1.53518  -4.22422  2.25809
C  -1.90543  4.65359  2.49964
C  -2.18799  0.40299  4.08399
H  3.11210  -2.02254  3.13576
H  5.77414  0.73128  2.49465
H  -7.41504  1.11508  -1.27593
C  0.67248  -5.89071  1.30305
H  -3.33128  1.89293  2.86657
S  5.32947  -1.16271  3.93779
H  8.01631  1.32871  3.52221
H  -4.76572  -1.22113  -2.98375
H  -4.51085  6.34928  1.30687
C  4.25712  -1.91141  1.40255
C  3.92889  -1.36867  2.74803
S  8.56576  -0.45069  2.22846

---

(3)
A structure of composition C35H39I2N8NaO3S2. Source: the OMol25 dataset; level of theory: ωB97M-V/def2-TZVPD.

Calculated values
**Spin multiplicity**: 1
**Charge**: 0
**LUMO**: -0.0013 Eh
**HOMO-LUMO gap**: 6.5 eV

Positions of all 90 atoms, in Å:
C  3.78279  1.92690  -0.36165
H  1.10519  -2.78539  2.27857
N  -4.10437  2.00952  -0.42787
C  0.96556  -3.38055  1.37768
C  1.15258  2.90385  5.62189
C  0.61084  -4.84511  -0.93556
N  -4.30005  -0.10673  -1.65329
H  -2.18291  2.38188  0.33132
S  2.26311  0.38128  2.68044
C  -3.01540  -0.53071  -1.07914
H  -2.49154  -1.19034  -1.77182
C  0.00603  3.57708  3.60840
H  -3.55617  -3.66269  3.44813
C  2.51402  1.16501  -3.33184
H  4.41414  0.51768  1.76241
N  0.62474  -2.73482  0.29088
C  3.37188  2.32591  1.05210
H  1.42414  -5.26146  2.34181
C  -2.83068  1.52510  0.12229
H  -5.13644  0.30230  0.22085
O  -0.17412  -1.39246  -1.94159
C  0.97413  -5.49338  0.26951
C  0.42107  -5.50762  -2.18310
N  -1.64815  -1.31998  2.02133
H  4.14409  1.30098  -6.28598
H  4.87138  1.91295  -0.44394
C  0.06660  -4.78785  -3.28757
H  -4.95462  0.95170  -3.33873
H  -3.52063  -0.05650  -3.59534
C  0.61064  2.53793  2.90834
H  3.07526  2.79905  -4.63744
H  4.13458  1.71497  3.03010
Na  0.29807  -0.38527  -0.24441
C  -1.89802  1.32727  -2.06536
C  3.69350  0.88505  -5.39285
C  -0.12889  -3.39176  -3.22588
C  -1.61680  -0.50918  3.05691
C  -2.24588  -0.82664  4.27030
H  -1.80776  0.95513  5.20308
C  0.00777  -2.64371  -2.04144
H  -0.07735  -5.29709  -4.23225
C  -4.93594  0.82565  -0.71479
H  0.39387  2.35424  1.86048
H  -3.18721  3.54129  -1.52869
H  3.88522  3.14042  -2.21840
C  -4.01401  0.62068  -2.89761
C  1.14748  -4.77514  1.41423
O  1.10576  1.35904  -1.07665
I  -0.75566  -2.39771  -4.93819
C  3.20556  2.90083  -1.39751
H  -4.76324  3.01813  -2.14043
N  -2.13412  0.61687  -0.79469
N  -3.15158  1.79422  -2.67766
C  1.49457  1.70528  3.57928
N  -2.94150  -1.94101  4.41387
C  3.08344  -1.03283  -4.06074
H  -3.02933  0.99676  1.05794
H  1.34623  3.03297  6.67898
H  2.44297  1.18848  5.44175
H  -5.88482  1.15953  -1.13484
O  1.39798  0.16354  1.46681
C  2.48228  -0.19968  -3.12095
H  1.94218  -0.60923  -2.28165
H  -1.25564  2.18745  -1.87138
C  -2.98144  -2.74793  3.34706
H  -0.19512  4.57162  5.50416
H  -2.34734  -3.15632  1.32795
S  1.72322  2.23073  -2.15533
C  1.76918  1.86922  4.92963
C  -2.32985  -2.46513  2.16454
C  3.09862  1.72553  -4.46647
C  3.71667  1.27948  2.11962
H  3.44179  0.90985  -0.56328
H  -1.38299  0.64061  -2.74168
C  0.42755  -3.44334  -0.87078
H  -3.19610  -1.06683  -0.14630
H  2.29879  2.51908  1.05338
H  3.85427  3.27020  1.31490
H  3.04244  -2.10596  -3.91667
H  -1.06527  0.41906  2.95573
C  3.68838  -0.49453  -5.18503
H  -2.75840  -0.14098  6.11520
H  2.89154  3.83854  -0.93234
H  4.14202  -1.15071  -5.91795
C  -3.82213  2.67281  -1.71169
C  0.27702  3.76091  4.96167
H  -0.68040  4.23962  3.09504
N  -2.11475  0.01030  5.35809
H  1.11389  -6.56717  0.26864
I  0.67157  -7.56075  -2.38656

---

(4)
The molecule C35H39N3O2. Source: the OMol25 dataset; level of theory: ωB97M-V/def2-TZVPD.

Calculated values
**Spin multiplicity**: 1
**Charge**: 0
**SMILES string**: CCOC(=O)[C@](C)(/N=C/c1ccccc1)C(c1cc2c3c(c1)CCN3CCC2)c1cc2c3c(c1)CCN3CCC2
**LUMO**: 0.0177 Eh
**HOMO-LUMO gap**: 7.2 eV

Positions of all 79 atoms, in Å:
H  4.44648  0.22580  12.33464
C  -0.00871  1.19697  4.92578
H  5.60501  -1.27621  1.12430
H  4.80641  2.87234  3.22066
C  -3.84850  0.00041  3.49819
H  4.87026  -3.43152  1.88882
H  -2.15313  2.90341  4.01091
C  2.31856  1.56576  4.32831
C  4.91161  1.93214  3.79040
H  6.54379  -1.58811  2.57952
C  3.59688  1.20654  3.91090
C  -0.14034  2.73618  6.72536
H  2.58194  6.23172  6.87658
C  -2.31508  1.82024  3.83673
C  1.82929  -0.03912  9.44684
H  3.29233  4.68443  6.36415
C  -4.86616  2.02176  2.89666
H  2.43637  -3.09665  2.41455
C  0.86707  -0.07357  8.33313
N  -5.12052  -0.29644  3.22030
C  3.78058  1.05211  10.44732
H  -0.98148  -1.22355  4.68591
H  5.28988  2.18133  4.79260
C  1.75485  -0.90769  10.55560
C  -1.33348  0.85686  4.24135
C  -3.19916  -2.42384  3.75026
N  0.93748  0.72068  7.29963
H  -4.28900  -2.76127  1.95746
C  2.58042  5.15516  7.05365
C  3.69785  0.15942  11.54222
H  -3.19458  -2.85154  4.77560
C  -5.63583  -1.66098  3.19330
H  0.65945  -1.41686  3.77240
C  -2.88198  -0.96708  3.80806
H  0.52153  5.00052  7.73968
C  1.15747  4.69320  6.88084
H  -4.86927  -3.68844  3.33976
H  0.73880  5.09976  5.93641
H  -6.34625  -1.76989  2.35343
C  5.52050  -1.42936  2.21185
H  4.75385  -2.90994  3.54864
H  2.85559  1.61548  8.54674
O  1.13187  3.21912  6.86692
C  5.85730  0.93194  3.06730
C  -4.50643  -2.70347  3.02685
H  2.91858  4.99803  8.08650
H  6.28880  1.32458  2.13823
H  -1.37404  -0.53827  6.56266
H  -6.69921  1.05393  3.65888
C  -1.42404  0.47802  6.99192
C  3.76200  -0.09666  3.37564
H  0.09495  2.33480  4.75048
C  4.59480  -2.58636  2.52018
H  -6.43318  0.72954  1.93186
H  -4.74165  2.32857  1.83067
H  0.94832  -1.65744  10.59271
C  -5.92261  0.87139  2.89915
C  2.84246  0.94464  9.41022
C  -3.58974  1.39096  3.44405
C  2.70643  -0.81806  11.59136
H  -5.22206  2.90746  3.46436
C  -1.62802  -0.50295  4.17190
C  2.73348  -1.03846  3.24257
H  4.56599  1.78541  10.37394
C  1.47723  -0.67953  3.80354
H  -6.20251  -1.89917  4.12240
C  -0.10334  1.18292  6.51377
H  -2.36944  -2.91276  3.20474
H  3.07631  -1.83441  1.23685
H  -2.29765  1.00454  6.58252
C  1.27934  0.61301  4.38002
O  -1.18974  3.36756  6.72981
H  6.68259  0.65726  3.73340
C  3.11374  -2.19747  2.31371
N  5.01304  -0.21736  2.83359
H  2.18206  2.59381  4.65174
H  2.68156  -1.54410  12.42074
H  0.07376  -0.84522  8.44538
H  -1.52136  0.32664  8.09863

---

(5)
A structure of composition C35H40BrIrN7O. Source: the OMol25 dataset; level of theory: ωB97M-V/def2-TZVPD.

Calculated values
**Spin multiplicity**: 1
**Charge**: +1
**LUMO**: -0.1514 Eh
**HOMO-LUMO gap**: 5.3 eV

Positions of all 85 atoms, in Å:
C  -2.84733  -1.00483  2.53920
H  3.61883  -0.87715  -3.73026
H  -6.98979  -3.78038  -0.97879
C  -6.15414  -3.26265  -0.53471
C  -1.69237  2.06193  -1.69853
H  1.97737  -4.53107  -3.61509
H  2.90471  1.92252  -4.61180
H  -1.91071  1.45159  -2.55698
C  0.65784  -1.97127  -3.05681
H  1.71258  -5.74716  -1.76663
O  0.13530  -2.37968  -0.49346
H  1.50999  -6.35308  -0.13084
H  -2.34653  5.95965  3.98377
N  1.22419  -4.31682  -0.29753
C  1.09741  -0.62682  2.24823
H  -0.20053  -2.36593  -3.60479
C  -1.52280  4.33112  2.86329
H  0.27659  -3.47934  1.36082
Br  -2.76043  -1.40843  -2.01846
Ir  -1.17058  -0.55973  0.03089
C  4.43940  2.16047  -2.28229
N  2.84874  0.38633  -1.60923
C  -2.84781  -1.19002  1.17314
C  0.88345  -3.22573  -1.02675
C  -3.94592  -1.86933  0.57563
C  2.43503  1.61366  -3.68324
C  1.39948  0.01205  3.45510
H  1.97246  -0.40446  4.25882
H  3.88595  2.91432  -1.72753
H  2.86628  -3.01751  -3.68041
C  -0.21351  6.11279  3.80203
C  -1.45080  5.50507  3.58721
C  0.91602  -4.32338  1.12137
H  4.89892  2.63245  -3.14704
H  -1.42729  4.75862  0.13421
H  1.95424  2.48682  -3.24776
H  0.85745  2.03465  4.13273
C  -5.00059  -2.37187  1.39797
C  3.50011  1.03723  -2.74624
H  0.39061  -5.24230  1.38563
H  -3.85196  -1.31168  4.41167
H  5.23104  1.77600  -1.64296
N  -1.16378  1.54393  -0.58706
H  1.90156  6.01835  3.44824
H  1.84218  -4.26843  1.70107
H  3.50060  -0.16925  -1.06233
C  -1.88437  3.44338  -1.57585
C  -0.36203  3.73997  2.36868
H  0.30240  -1.19085  -2.38357
C  -4.08226  -2.10238  -0.80793
H  1.36281  -1.53562  -3.75795
C  -0.40978  2.49669  1.57415
C  -0.13182  7.32766  4.52286
N  2.09556  1.19746  -0.75781
H  -5.17565  -2.93819  -2.42848
N  0.37912  0.16068  1.44270
H  1.41567  1.73018  -1.29344
C  0.83796  1.26881  3.38407
H  5.06058  -0.46457  -2.79782
C  2.36900  -3.71495  -3.00516
N  1.32244  -3.01355  -2.29500
C  0.20663  1.36570  2.11677
H  -2.02929  -0.49203  3.02561
H  -2.47864  3.86052  2.68307
C  -6.08747  -3.05871  0.81625
H  4.76486  0.31013  -4.34839
H  1.76551  3.88942  2.19739
C  -1.45299  3.78499  -0.31248
N  -0.05916  8.31154  5.10409
H  3.12628  -4.09321  -2.32550
C  0.87227  4.34677  2.59579
H  -2.29286  4.08682  -2.32956
H  -6.87772  -3.40808  1.46334
C  -4.93853  -2.15484  2.78966
C  4.28685  -0.06764  -3.45112
C  -5.13458  -2.77890  -1.36168
H  1.39842  -1.60832  1.93053
H  1.61734  0.63724  -0.04602
C  1.89939  -5.52267  -0.72238
C  -0.99843  2.59053  0.30639
H  1.67643  0.86951  -3.91040
C  -3.88998  -1.47717  3.34747
H  -5.74061  -2.53099  3.40713
H  2.97619  -5.46051  -0.53221
C  0.94901  5.53392  3.29329

---

Short version: maximum force = 0.0567 0.0956 0.0369 0.0876 0.0487 Eh/bohr, in the order given.
Short version: E_tot = -83998.8874 -209310.2618 -97280.3883 -45491.6756 -122295.3517 eV, in the order given.